C4H7NO in the gas phase. Source: the Open Molecules 2025 dataset; level of theory: the ωB97M-V functional and the def2-TZVPD basis.

Geometry as XYZ:
```
13
Properties=species:S:1:pos:R:3:forces:R:3:lowdin_charge:R:1
H 2.21966 -0.34478 0.32440 -0.329 0.241 -0.145 0.109
H -0.62407 0.98053 2.23373 0.002 0.033 -0.395 0.082
H -0.87770 1.54678 0.53557 0.187 -0.226 0.363 0.075
C -0.82810 0.67060 1.19803 0.476 0.234 -0.182 -0.052
H -0.28513 1.13556 -1.56895 -0.188 -0.688 -0.488 0.131
C -0.24154 0.02442 -1.79314 0.194 0.353 -0.027 -0.218
N 1.37218 0.16618 0.06468 1.025 -0.107 0.228 0.060
H 0.70438 -1.72808 -0.84593 0.159 -0.159 -0.246 0.141
C 0.45795 -0.69304 -0.67494 -0.571 -0.218 -0.832 -0.243
H -1.79205 0.20560 1.17500 -0.730 -0.279 0.103 0.068
C 0.20375 -0.33656 0.73529 -0.562 0.681 0.725 -0.341
O -0.64366 -0.47682 -2.81781 0.227 0.349 0.864 0.053
H 0.33433 -1.15039 1.43407 0.109 -0.215 0.032 0.135
```
Positions in Å, forces in eV/Å.

Its energy above the lowest of the compared OMol25 structures with the same formula, charge and spin is 46.4 kcal/mol. Its HOMO energy is -9.81 eV. Its SMILES is C[C@@H]1N[C@@H]1C=O.



A molecular structure, C4H6LiO2Ru. Source: the Open Molecules 2025 dataset; level of theory: the ωB97M-V functional and the def2-TZVPD basis.

Geometry as XYZ:
```
14
Properties=species:S:1:pos:R:3:forces:R:3:mulliken_spin:R:1
H -1.80666 1.80534 0.19690 0.072 -0.499 -0.190 0.007
C -1.06215 -0.04966 -0.69509 -0.383 -2.007 -1.292 0.028
O 0.19707 1.54692 0.61697 -0.330 0.670 0.298 0.068
H 0.16650 2.39188 1.07495 0.105 0.386 0.224 0.008
C 0.26114 -1.02580 -0.92583 -1.324 4.279 -0.925 0.848
H -0.76783 2.06509 -1.19690 0.362 -0.165 0.256 0.001
H -1.65078 -0.04093 -1.62817 0.146 -0.226 0.435 0.001
C 0.86362 -1.76682 -0.02338 -2.853 -1.261 1.659 -0.062
C -0.91303 1.42451 -0.31611 -0.024 0.078 -0.370 -0.004
Ru 1.74597 0.38249 -0.11800 1.027 1.358 -0.508 3.832
O 2.04542 -1.48922 0.58593 -0.289 -2.228 -0.577 0.184
H -0.11024 -2.37105 0.31540 2.747 0.160 0.925 0.064
Li 2.69014 -2.32958 2.01842 0.389 -0.500 0.475 0.004
H -1.65918 -0.54318 0.09491 0.354 -0.044 -0.409 0.022
```
Positions in Å, forces in eV/Å.

Its energy above the lowest of the compared OMol25 structures with the same formula, charge and spin is 2.2 kcal/mol. Its HOMO energy (spin up / spin down) is -16.39 / -18.21 eV. The charge is +2. The expectation value of S² is 8.7673. As for the multiplicity: 6.



5 unconnected molecules or ions with the total composition C29H35FO18S4. Source: the Open Molecules 2025 dataset; level of theory: the ωB97M-V functional and the def2-TZVPD basis.

Geometry as XYZ:
```
87
Properties=species:S:1:pos:R:3:forces:R:3:lowdin_charge:R:1
H 1.12812 -6.07873 3.20377 -0.051 0.091 0.002 0.106
O 1.96416 -3.44704 -0.79201 0.260 -0.233 0.111 -0.208
C -1.17312 2.93846 0.54251 -0.069 0.209 0.248 -0.293
H 3.01009 -0.60338 3.50052 -0.020 0.077 -0.137 0.132
O 8.00037 -3.11985 1.79776 -0.028 0.094 0.257 -0.207
C 2.88766 -2.03251 1.90754 0.087 0.100 0.238 -0.152
H 2.85076 -4.64823 2.26172 -0.054 0.035 0.072 0.119
C -9.18016 3.38864 -0.54456 -0.082 0.448 0.260 -0.163
H 0.70921 3.49379 2.45038 0.149 -0.106 0.070 0.128
O -8.68665 1.97007 2.33046 0.159 -0.157 0.172 -0.207
S 2.34526 -3.78227 -2.11660 -0.536 0.498 -0.543 0.598
O 7.48808 -2.34823 -0.48557 -0.348 0.055 0.169 -0.182
O -7.84195 0.37399 0.62478 -0.087 -0.047 0.173 -0.215
H 3.81350 -2.55386 2.17019 -0.069 0.089 -0.140 0.104
C 0.12586 0.83604 0.48675 -1.037 -0.240 -1.011 -0.089
O 2.84056 -5.06420 -2.46181 0.038 -0.145 0.224 -0.209
C -4.58157 0.04515 0.25166 0.491 -0.281 -0.717 -0.164
C 0.95033 -5.00857 3.14236 0.015 -1.139 0.221 -0.091
O -0.54327 -0.23586 -1.55832 -0.299 0.141 0.661 0.117
H -2.98830 -1.00137 -0.70526 0.015 0.158 -0.147 0.125
H -3.18054 0.22739 1.95816 0.007 -0.172 -0.206 0.113
C 0.56169 -2.33168 2.99408 -0.299 1.416 -0.005 -0.046
H -1.00449 -5.12767 4.01302 0.041 0.034 -0.074 0.105
O 5.93340 -3.79260 0.66456 0.511 -0.018 0.084 -0.188
C -0.03342 2.09346 1.04569 -0.776 0.371 -0.522 -0.110
C -2.39693 2.15199 0.16836 0.233 0.243 0.185 0.068
H -9.66457 3.50998 -1.50954 -0.069 -0.254 0.022 0.137
H -0.25705 5.67867 -1.01174 0.097 0.226 -0.001 0.109
O 1.37451 6.63794 -4.82185 0.182 0.040 -0.159 -0.221
O 6.19707 -1.46010 1.39488 0.162 0.147 0.189 -0.221
H 3.22556 -1.01763 -3.89916 0.093 -0.034 0.242 0.138
S -8.29587 1.66224 1.00534 -0.156 0.275 -0.331 0.601
H -7.31332 2.87374 -1.51409 -0.028 0.025 -0.012 0.134
H 1.15285 -0.99139 0.39714 0.131 0.000 0.183 0.124
H 0.98215 3.55348 -2.09038 0.092 0.001 -0.219 0.130
O -9.47229 2.09830 0.00463 0.418 -0.176 -0.149 -0.183
C 5.71271 -3.84154 -0.75004 -0.313 0.236 -0.276 -0.164
O 0.74177 6.80590 -2.44923 0.494 -0.143 0.023 -0.185
C 0.16986 5.56806 -2.00226 -0.420 -0.211 -0.199 -0.171
S 1.90348 6.50316 -3.51326 -0.323 -0.256 0.330 0.602
O 3.07566 7.18293 -3.10168 0.041 0.183 -0.123 -0.216
H -5.20618 -0.81494 -0.01232 -0.163 0.257 0.121 0.121
C -0.85382 0.42387 -0.58263 0.254 0.292 -0.108 -0.255
S 6.94966 -2.59882 1.00603 -0.209 -0.264 -0.524 0.607
C -7.66980 3.42725 -0.64242 0.046 -0.115 -0.469 -0.165
H 2.49753 1.94056 3.22259 -0.088 -0.044 -0.028 0.128
H 4.02501 -0.20680 2.13482 -0.141 -0.063 -0.079 0.112
H 4.90647 -3.15057 -0.98879 0.054 0.032 -0.019 0.101
H -9.55407 4.14616 0.14778 0.027 0.030 -0.042 0.135
C -4.18133 -0.13897 1.71073 -0.493 0.804 0.222 -0.197
O 1.13852 -3.41851 -3.10037 0.457 -0.284 -0.123 -0.174
C -2.25728 0.94164 -0.36092 -0.044 -0.547 -0.586 -0.140
C 1.92771 -4.20479 2.62713 0.682 -0.102 -0.483 -0.052
H -1.38033 -2.71849 3.84098 0.154 0.186 -0.024 0.106
H -3.72698 0.15167 -1.77526 0.064 0.207 0.137 0.128
C -0.43359 -3.13008 3.50722 -0.638 -0.070 0.292 -0.085
H 0.35987 -1.26550 2.97320 0.135 -0.067 -0.044 0.106
H -5.18969 0.93899 0.09073 0.073 -0.045 0.290 0.087
H 0.86041 -2.05815 -4.65233 -0.055 -0.287 0.025 0.140
H 7.76284 -4.19283 -1.35138 -0.022 -0.003 -0.017 0.135
O 2.06971 4.93530 -3.20067 -0.270 0.185 -0.169 -0.191
O -7.20999 2.75470 0.53629 -0.306 0.026 0.156 -0.205
O -1.11577 4.15472 0.46428 -0.121 -0.669 0.198 0.086
C 1.75527 -2.83496 2.52833 0.561 -0.008 -0.298 -0.212
H -7.28108 4.44192 -0.67447 0.088 -0.046 0.223 0.136
C 7.02384 -3.38883 -1.35491 0.180 -0.462 -0.082 -0.152
H -3.38969 2.55415 0.36212 0.249 0.279 -0.126 0.135
H 1.96565 4.70519 -1.15823 -0.039 -0.015 0.016 0.137
H -0.61501 5.28292 -2.70744 0.011 -0.046 0.029 0.137
C 1.36959 -2.13207 -3.69542 -0.095 0.601 0.292 -0.152
C 1.31897 4.58583 -2.03007 0.123 0.052 0.496 -0.165
C 2.87441 -2.04394 -3.82917 -0.012 -0.127 -0.531 -0.150
H 6.90523 -3.01195 -2.36765 0.042 0.226 0.098 0.136
C 1.10290 -0.02769 0.89095 0.294 0.018 -0.266 0.035
C 0.83057 2.50114 2.02965 -0.196 0.682 -0.097 0.005
C 3.03329 -0.59075 2.40186 -0.193 0.129 0.201 -0.119
C 1.96636 0.37393 1.90528 0.447 -1.373 -0.380 -0.194
O 3.38202 -2.66592 -2.63920 -0.316 0.019 0.167 -0.215
H 2.81267 -2.07898 0.80952 0.082 0.055 0.389 0.089
H -4.87832 0.43976 2.33020 0.016 -0.327 0.083 0.120
F -4.25198 -1.47102 2.09351 0.066 -0.039 -0.136 -0.049
H 3.23395 -2.61056 -4.69075 -0.004 0.011 0.009 0.134
H 0.98075 -1.36954 -3.01751 -0.003 0.004 -0.031 0.108
C -0.24047 -4.48297 3.59241 -0.364 -0.543 0.209 -0.098
C -3.39405 0.01918 -0.74108 0.218 -0.649 0.613 -0.121
H 5.43388 -4.84549 -1.06039 0.022 -0.063 0.249 0.140
C 1.81117 1.62759 2.43887 0.776 0.585 0.982 -0.017
```
Positions in Å, forces in eV/Å.

Its HOMO energy is -8.95 eV. Its SMILES is O=C1C=C(CCCF)C(=O)c2cc(CCc3ccccc3)ccc21.O=S1(=O)OCCO1.O=S1(=O)OCCO1.O=S1(=O)OCCO1.O=S1(=O)OCCO1.



A gas-phase ion, C5H11NO (charge -1). Source: the Open Molecules 2025 dataset; level of theory: the ωB97M-V functional and the def2-TZVPD basis.

Geometry as XYZ:
```
18
Properties=species:S:1:pos:R:3:forces:R:3:mulliken_spin:R:1
H 2.82925 -0.49543 0.35994 -0.364 0.261 0.389 0.016
H -1.48751 -1.46869 1.63245 -0.324 -0.581 0.012 0.004
H 0.59499 -0.29286 -1.84826 0.573 -0.336 1.286 0.009
H -1.46466 1.11043 0.64567 -0.998 0.400 0.266 0.002
H 0.43430 1.78904 0.48718 -0.013 -0.618 -0.704 -0.001
C 0.81995 -0.13883 -0.74670 -4.007 2.735 -0.286 -0.075
H 0.00429 -0.66873 1.87810 1.055 0.233 0.974 -0.015
C -0.51593 -1.29591 1.19482 -0.055 0.431 -2.869 0.044
H -0.01455 -2.17609 0.78256 0.296 -0.398 1.502 -0.028
H -2.60933 -0.25791 0.51605 -0.956 -0.349 0.012 0.007
H -2.02710 0.76898 -0.94819 -0.574 -0.127 0.065 -0.001
C 2.00711 -0.88777 -0.22176 -1.305 0.816 -1.367 0.817
O -0.46205 2.31155 -1.36554 3.018 -2.789 1.350 0.040
H 2.26323 -1.69824 -0.88612 0.331 -0.354 0.103 0.019
C -1.85116 0.29553 0.01475 3.114 1.472 -0.413 -0.007
C 0.58446 1.60384 -0.63330 -0.575 1.680 0.267 0.049
H 1.59311 2.09803 -0.75714 -0.414 -0.621 -0.490 -0.011
N -0.69839 -0.59693 -0.10451 1.198 -1.855 -0.097 0.130
```
Positions in Å, forces in eV/Å.

Its energy above the lowest of the compared OMol25 structures with the same formula, charge and spin is 105.0 kcal/mol. Its HOMO energy (spin up / spin down) is -2.63 / -2.59 eV. The charge is -1. The expectation value of S² is 0.7599. As for the multiplicity: 2.



C3H6N2O3 in the gas phase. Source: the Open Molecules 2025 dataset; level of theory: the ωB97M-V functional and the def2-TZVPD basis.

Geometry as XYZ:
```
14
Properties=species:S:1:pos:R:3:forces:R:3:lowdin_charge:R:1
O -1.05733 -2.77431 0.02157 -0.084 0.261 0.160 0.218
C 0.18814 -0.58230 -0.74710 3.738 -3.219 0.404 -0.471
C -0.32428 1.40810 0.62118 0.162 -0.185 0.559 -0.044
H -2.47297 -0.60544 -0.74533 -0.322 0.062 -0.284 0.092
O 0.95733 -0.71260 -1.67932 -0.977 0.622 0.481 0.121
N 1.78210 0.27980 0.79456 -0.049 0.246 -0.322 0.078
C -0.76919 -1.73771 -0.41318 -0.585 2.592 -2.562 -0.208
H -0.41030 1.56634 1.69693 0.145 0.105 -0.038 0.085
H 2.16556 -0.66202 0.81012 -0.066 0.169 0.080 0.096
N 0.42582 0.18209 0.39582 -0.720 0.700 0.731 -0.213
H 0.21337 2.25167 0.17709 -0.312 0.120 -0.094 0.089
O -1.67118 -0.73833 -1.27479 -1.198 -1.459 1.223 -0.011
H 2.31329 0.81145 0.10617 0.010 -0.087 -0.093 0.088
H -1.34037 1.31327 0.23629 0.258 0.074 -0.243 0.080
```
Positions in Å, forces in eV/Å.

Its energy above the lowest of the compared OMol25 structures with the same formula, charge and spin is 103.6 kcal/mol. Its HOMO energy is -9.51 eV. Its SMILES is CN(N)C(=O)C(=O)O.



A molecular structure, C5H8N2. Source: the Open Molecules 2025 dataset; level of theory: the ωB97M-V functional and the def2-TZVPD basis.

Geometry as XYZ:
```
15
Properties=species:S:1:pos:R:3:forces:R:3:lowdin_charge:R:1
H 0.26913 0.64230 -1.01929 -0.078 0.097 0.023 0.088
H 1.40796 2.21156 0.47814 -0.109 -0.109 0.068 0.078
H 0.85449 1.49836 2.01339 -0.014 0.024 -0.100 0.080
H -0.33108 2.10889 0.83320 0.136 -0.027 0.046 0.080
H -1.59109 -1.94745 -1.64763 0.081 -0.078 0.297 0.080
C 1.09445 -1.09436 0.61630 0.248 -0.234 -0.036 -0.102
C -1.41442 0.08603 -1.57444 0.597 0.162 -0.096 -0.268
N -0.34009 -0.70598 0.63341 0.111 0.313 -0.064 0.074
C 0.54233 0.23655 0.31946 -0.345 -0.133 0.372 -0.455
H -2.50266 -1.19173 -0.22185 -0.061 0.246 -0.260 0.073
H 1.48987 -1.73768 -0.16630 -0.165 0.201 -0.067 0.087
C 0.63124 1.60109 0.94677 -0.006 0.083 0.026 -0.047
C -1.76389 -1.08697 -1.00379 -0.051 0.078 -0.101 0.008
H 1.46451 -1.33008 1.62050 0.063 0.003 -0.279 0.092
N -0.63438 0.96975 -1.81747 -0.407 -0.626 0.172 0.132
```
Positions in Å, forces in eV/Å.

Its energy above the lowest of the compared OMol25 structures with the same formula, charge and spin is 120.1 kcal/mol. Its HOMO energy is -9.11 eV.



A molecular structure, C8H10NO6S3Sr. Source: the Open Molecules 2025 dataset; level of theory: the ωB97M-V functional and the def2-TZVPD basis.

Geometry as XYZ:
```
29
Properties=species:S:1:pos:R:3:forces:R:3:lowdin_charge:R:1
H -2.08929 1.59144 -3.29116 0.027 -1.983 1.812 0.089
H 1.02312 0.24717 -1.15074 1.342 -0.789 1.176 0.110
C -1.40959 0.39869 1.90740 -1.177 -1.880 -0.783 -0.231
O 2.29013 0.65905 2.23215 -1.554 0.663 -4.871 -0.392
O 3.60127 -1.79067 0.89919 -1.544 0.607 -3.321 -0.688
H 2.44262 -2.45582 -1.15687 0.222 0.760 0.644 0.098
C -2.23956 -0.87730 -2.81393 0.650 1.291 3.199 -0.074
H -0.84820 -0.47173 2.48980 -0.846 1.983 -1.485 0.122
Sr 5.40875 -1.54297 -0.38435 0.913 0.527 0.423 1.832
S -0.52135 2.04655 2.14526 -2.329 5.424 5.502 0.685
C 2.01786 0.12671 -0.54598 0.548 0.029 -2.222 -0.323
H -2.31206 -3.21332 -1.86531 0.214 2.924 0.416 0.086
S 2.01036 1.37632 0.89022 3.321 4.845 6.074 0.639
C -2.05140 0.74715 -2.47726 0.352 -4.024 4.001 -0.051
C -1.78634 1.11667 -0.88874 -0.183 -2.718 -0.649 -0.035
H -1.64521 2.24649 -0.58294 -0.351 -2.534 -0.661 0.088
O 0.05914 2.20244 3.60271 -1.324 -1.923 -5.559 -0.395
C -2.18809 -2.05468 -1.62824 0.821 4.203 1.319 -0.073
O 3.26673 2.29388 0.62302 -4.045 -3.572 -0.915 -0.417
H -2.40701 -1.17310 -3.93683 0.304 0.496 2.524 0.073
H -2.49125 0.45602 2.40932 2.556 0.528 -0.934 0.141
C -1.68175 0.00879 0.32590 -0.550 -1.615 -3.720 -0.170
C -1.90545 -1.60302 -0.05697 -0.154 2.570 -3.182 -0.040
O -1.65188 3.14466 2.05556 3.803 -4.146 -1.282 -0.407
N 0.62524 2.43851 0.88832 1.409 -3.608 0.453 -0.308
H -1.87449 -2.45193 0.77042 -0.030 2.127 -1.888 0.099
S 2.31430 -1.64166 -0.00127 -5.143 -2.123 6.388 0.776
H 2.89626 0.41904 -1.29958 -1.600 -0.530 1.636 0.099
O 1.14712 -2.24339 0.84090 4.348 2.469 -4.096 -0.333
```
Positions in Å, forces in eV/Å.

Its energy above the lowest of the compared OMol25 structures with the same formula, charge and spin is 304.8 kcal/mol. Its HOMO energy is -10.64 eV. The charge is +1.



no.,DFT total energy (hartree)
1,-286.5577
2,-408.0415
3,-4172.8998
4,-326.9075
5,-453.0359
6,-304.6440
7,-2041.4193